# 1
Below is 3 unconnected molecules or ions with the total composition C5H16NO, with properties calculated with ωB97M-V with the def2-TZVPD basis set.

Properties
- energy relative to the best compared isomer or geometry (same formula, charge and spin) (kJ/mol) = 320.3
- total charge = +1

Geometry (Å):
C1 0.40 2.24 -0.33
C2 1.60 1.32 0.05
C3 1.22 0.08 0.73
C4 1.38 -1.20 0.08
C5 2.88 -1.57 -0.08
N1 -4.52 -0.45 0.37
H1 -0.29 1.73 -1.00
H2 0.80 3.08 -0.89
H3 2.16 1.02 -0.84
H4 2.25 1.86 0.76
H5 1.22 0.10 1.83
H6 -0.85 -0.22 -0.21
H7 0.92 -2.02 0.63
H8 0.90 -1.19 -0.90
H9 3.33 -1.85 0.87
H10 3.47 -0.76 -0.49
H11 2.99 -2.39 -0.79
H12 -0.10 2.62 0.56
H13 -5.39 -0.29 -0.13
H14 -4.12 0.47 0.54
H15 -2.34 -0.66 -0.28
H16 -4.74 -0.86 1.27
O1 -1.59 -0.35 -0.81

These are the Mulliken partial charges, in e, on atoms 1 to 6:
1 C -1.293
2 C -0.118
3 C -0.043
4 C -0.443
5 C -1.216
6 N -0.718

# 2
Below is a molecular structure, C29H26Cl5O4PdS3, with properties calculated with ωB97M-V with the def2-TZVPD basis set.

Properties
- energy relative to the best compared isomer or geometry (same formula, charge and spin) (kJ/mol) = 0.0
- total charge = +1

Geometry (Å):
Pd1 -0.36 1.26 0.56
Cl1 4.14 6.41 2.93
C1 3.37 5.01 2.30
C2 2.24 4.48 2.92
Cl2 1.61 5.22 4.34
C3 1.62 3.34 2.41
Cl3 0.24 2.67 3.20
C4 2.10 2.71 1.25
O1 1.56 1.63 0.73
C5 3.23 3.26 0.64
Cl4 3.82 2.49 -0.79
C6 3.86 4.39 1.15
Cl5 5.25 5.02 0.37
O2 -0.07 -0.57 1.38
S1 0.76 -0.96 2.62
C7 -0.41 -2.11 3.39
C8 -1.17 -2.94 2.35
C9 -2.65 -2.54 2.25
C10 -2.92 -1.10 1.81
S2 -2.97 -0.66 0.03
O3 -2.26 0.69 -0.05
C11 -1.97 -1.90 -0.77
C12 -0.70 -1.65 -1.25
C13 -0.01 -2.67 -1.90
C14 -0.60 -3.92 -2.07
C15 -1.90 -4.14 -1.62
C16 -2.59 -3.13 -0.99
C17 1.98 -2.05 1.92
C18 2.58 -1.61 0.75
C19 3.58 -2.38 0.18
C20 3.99 -3.56 0.79
C21 3.40 -3.97 1.98
C22 2.39 -3.21 2.56
H1 -1.08 -1.44 3.94
H2 0.13 -2.69 4.13
H3 -1.11 -4.00 2.62
H4 -0.69 -2.85 1.37
H5 -3.11 -2.66 3.23
H6 -3.16 -3.25 1.60
H7 -2.18 -0.41 2.20
H8 -3.90 -0.78 2.16
H9 -0.24 -0.68 -1.12
H10 0.99 -2.49 -2.27
H11 -0.06 -4.71 -2.57
H12 -2.37 -5.10 -1.78
H13 -3.62 -3.28 -0.68
H14 2.27 -0.68 0.29
H15 4.06 -2.05 -0.73
H16 4.78 -4.16 0.35
H17 3.72 -4.89 2.46
H18 1.95 -3.54 3.49
C23 -0.03 4.74 -2.18
S3 -0.02 2.98 -1.87
O4 -0.63 2.98 -0.45
C24 -1.31 2.42 -2.94
C25 -0.94 1.58 -3.98
C26 -1.93 1.09 -4.82
C27 -3.25 1.44 -4.61
C28 -3.61 2.27 -3.55
C29 -2.63 2.77 -2.71
H19 -0.97 5.14 -1.83
H20 0.10 4.91 -3.25
H21 0.81 5.16 -1.63
H22 0.10 1.31 -4.12
H23 -1.66 0.44 -5.64
H24 -4.02 1.05 -5.27
H25 -4.64 2.53 -3.39
H26 -2.89 3.39 -1.86

These are the Mulliken partial charges, in e, on atoms 1 to 6:
1 Pd 0.806
2 Cl -0.173
3 C 0.253
4 C 0.038
5 Cl -0.183
6 C 0.536

# 3
Below is 2 unconnected molecules or ions with the total composition C5H12NS, with properties calculated with ωB97M-V with the def2-TZVPD basis set.

Properties
- energy relative to the best compared isomer or geometry (same formula, charge and spin) (kJ/mol) = 319.1
- total charge = +1

Geometry (Å):
C1 1.30 -0.08 0.92
C2 2.28 -0.13 -0.05
C3 -1.15 0.24 -0.20
C4 -0.75 -0.10 -1.58
C5 -1.95 -0.62 0.72
N1 2.95 1.03 -0.42
S1 -1.31 1.95 0.07
H1 1.33 0.71 1.64
H2 0.51 -0.84 1.13
H3 2.31 -0.87 -0.78
H4 -1.64 -0.10 -2.31
H5 -0.36 -1.05 -1.75
H6 -0.24 0.69 -2.13
H7 -3.00 -0.90 0.55
H8 -1.95 -0.32 1.75
H9 -1.56 -1.74 0.84
H10 2.78 1.95 -0.11
H11 3.51 0.88 -1.23
H12 -2.17 1.74 1.10

These are the Mulliken partial charges, in e, on atoms 1 to 6:
1 C -0.949
2 C 0.130
3 C 0.953
4 C -1.365
5 C -1.391
6 N -0.385

# 4
Below is a gas-phase ion, C9H16N (charge +1), with properties calculated with ωB97M-V with the def2-TZVPD basis set.

Properties
- energy relative to the best compared isomer or geometry (same formula, charge and spin) (kJ/mol) = 622.1
- total charge = +1

Geometry (Å):
C1 -1.94 1.36 -0.02
C2 -0.87 1.99 0.53
C3 -0.90 -0.81 0.28
C4 -2.15 -0.02 -0.10
C5 -3.42 -0.83 -0.26
C6 1.97 -0.72 -1.08
C7 1.88 1.65 -0.40
C8 0.95 0.01 1.86
C9 1.04 0.43 -0.55
N1 0.22 0.06 0.64
H1 -2.77 1.98 0.03
H2 -1.19 -1.42 1.16
H3 -0.51 -1.48 -0.45
H4 -3.34 -1.32 -1.23
H5 -4.24 -0.14 -0.17
H6 -3.52 -1.55 0.61
H7 1.96 -0.45 -2.15
H8 3.00 -0.82 -0.49
H9 1.44 -1.66 -1.07
H10 2.29 1.93 -1.30
H11 2.67 1.58 0.36
H12 1.29 2.55 -0.07
H13 1.96 -0.21 1.63
H14 0.85 0.88 2.36
H15 0.56 -0.85 2.48
H16 0.25 0.38 -1.37

These are the Mulliken partial charges, in e, on atoms 1 to 6:
1 C -0.455
2 C -0.317
3 C -0.688
4 C 0.911
5 C -1.175
6 C -1.211

# 5
Below is a single C8H11NSSi molecule, with properties calculated with ωB97M-V with the def2-TZVPD basis set.

Properties
- energy relative to the best compared isomer or geometry (same formula, charge and spin) (kJ/mol) = 6.7
- total charge = 0

Geometry (Å):
C1 -4.49 1.54 0.34
C2 -1.59 -1.96 0.09
C3 -2.92 -2.10 -0.31
C4 -3.90 0.37 0.15
C5 -0.67 -1.09 0.45
C6 0.52 0.42 -1.83
C7 2.30 -0.72 0.40
C8 0.38 1.66 1.11
N1 -4.91 2.65 0.48
Si1 0.63 0.15 0.05
S1 -4.21 -1.04 -0.45
H1 -1.19 -2.90 0.60
H2 -3.22 -2.99 -0.75
H3 1.21 1.26 -2.27
H4 0.83 -0.48 -2.33
H5 -0.59 0.68 -2.07
H6 2.05 -1.26 1.25
H7 2.67 -1.27 -0.37
H8 2.85 0.09 0.75
H9 0.48 2.56 0.56
H10 -0.58 1.90 1.56
H11 1.04 1.81 2.08

These are the Mulliken partial charges, in e, on atoms 1 to 6:
1 C 0.434
2 C 0.276
3 C -0.457
4 C -0.187
5 C -0.270
6 C -0.915

# 6
Below is a molecular structure, C7H22ClI2IrOP2, with properties calculated with ωB97M-V with the def2-TZVPD basis set.

Properties
- energy relative to the best compared isomer or geometry (same formula, charge and spin) (kJ/mol) = 654.5
- total charge = +3
- 2S+1 = 6

Geometry (Å):
I1 0.85 2.96 2.30
I2 0.39 -1.41 3.53
Ir1 -0.06 -0.28 -1.46
P1 -1.96 -0.11 -0.49
C1 -2.86 -0.03 1.07
C2 -2.67 1.28 -1.41
H1 -3.73 1.06 -1.43
H2 -3.77 -1.20 -1.39
H3 -2.19 1.33 -2.39
H4 -2.26 -1.68 -2.32
H5 -2.65 0.94 1.55
H6 -2.48 2.19 -0.82
C3 -2.73 -1.52 -1.34
H7 -3.92 -0.13 0.83
H8 -2.61 -2.38 -0.69
H9 -2.51 -0.87 1.70
P2 1.81 -0.12 -0.46
C4 2.79 -0.05 1.05
C5 2.64 -1.52 -1.28
H10 2.12 1.36 -2.33
H11 3.64 1.03 -1.35
H12 2.40 2.17 -0.73
C6 2.57 1.27 -1.34
H13 2.20 -1.65 -2.29
H14 3.68 -1.21 -1.28
H15 3.84 -0.18 0.79
H16 2.49 -0.83 1.78
H17 2.48 -2.37 -0.64
H18 2.65 0.96 1.54
Cl1 0.03 0.49 -3.72
C7 -0.36 1.06 3.37
O1 0.01 0.65 2.01
H19 -1.39 1.36 3.56
H20 0.56 1.71 3.62
H21 0.06 0.34 4.08
H22 0.07 -0.46 1.90

These are the Mulliken partial charges, in e, on atoms 1 to 6:
1 I 0.402
2 I 0.036
3 Ir 0.226
4 P 0.740
5 C -1.045
6 C -1.291

| no. | largest force on an atom (eV/Å) |
| --- | --- |
| 1 | 2.7 |
| 2 | 0.5 |
| 3 | 4.3 |
| 4 | 4.4 |
| 5 | 4.0 |
| 6 | 6.2 |